# 1
Entry from OMol25: 10 unconnected molecules or ions with the total composition C20H60O10 (the ωB97M-V functional and the def2-TZVPD basis).

Computed properties:
- LUMO energy (eV) = 0.648
- molecular weight (g mol⁻¹) = 460.69
- charge = 0
- SMILES = CCO.CCO.CCO.CCO.CCO.CCO.CCO.CCO.CCO.CCO

Positions of all 90 atoms, in Å:
C (-3.496, -3.557, -1.700)
C (-2.578, -3.539, -0.513)
O (-3.331, -3.094, 0.615)
H (-2.941, -3.703, -2.628)
H (-4.096, -2.650, -1.750)
H (-4.181, -4.403, -1.607)
H (-1.713, -2.898, -0.707)
H (-2.257, -4.567, -0.317)
H (-2.771, -2.632, 1.263)
C (1.175, -3.019, 6.058)
C (0.598, -1.929, 5.174)
O (0.025, -2.412, 3.983)
H (0.384, -3.694, 6.386)
H (1.563, -2.568, 6.978)
H (1.964, -3.579, 5.558)
H (1.349, -1.152, 4.987)
H (-0.183, -1.420, 5.749)
H (0.764, -2.651, 3.400)
C (0.510, -0.317, 0.953)
C (1.024, 0.836, 0.148)
O (2.186, 0.346, -0.574)
H (1.322, -0.861, 1.432)
H (-0.135, -0.938, 0.331)
H (-0.094, 0.037, 1.793)
H (1.431, 1.619, 0.797)
H (0.277, 1.275, -0.514)
H (2.706, 1.104, -0.858)
C (-2.502, 0.693, -4.305)
C (-1.193, 0.018, -3.919)
O (-0.669, 0.453, -2.687)
H (-3.291, 0.490, -3.582)
H (-2.822, 0.300, -5.277)
H (-2.357, 1.763, -4.453)
H (-0.423, 0.262, -4.660)
H (-1.276, -1.076, -3.970)
H (-1.231, 0.118, -1.979)
C (-3.198, 1.999, -0.960)
C (-3.275, 0.796, -0.057)
O (-2.630, -0.327, -0.660)
H (-3.735, 1.904, -1.901)
H (-2.156, 2.269, -1.165)
H (-3.564, 2.875, -0.415)
H (-4.314, 0.540, 0.166)
H (-2.777, 1.065, 0.881)
H (-2.959, -1.119, -0.211)
C (4.143, 0.216, -3.424)
C (3.439, -1.085, -3.071)
O (3.900, -1.575, -1.819)
H (3.649, 0.578, -4.336)
H (5.192, 0.027, -3.635)
H (3.994, 0.985, -2.669)
H (3.783, -1.836, -3.788)
H (2.358, -0.975, -3.154)
H (3.294, -1.326, -1.111)
C (3.068, 5.258, -2.992)
C (3.632, 3.862, -2.965)
O (4.546, 3.758, -1.878)
H (2.387, 5.364, -3.837)
H (3.889, 5.959, -3.148)
H (2.585, 5.515, -2.052)
H (4.144, 3.675, -3.918)
H (2.848, 3.096, -2.897)
H (5.152, 3.031, -2.047)
C (0.729, -4.056, 0.798)
C (2.187, -3.775, 1.072)
O (2.264, -3.095, 2.355)
H (0.576, -4.328, -0.249)
H (0.135, -3.149, 0.934)
H (0.349, -4.854, 1.432)
H (2.639, -3.157, 0.296)
H (2.738, -4.711, 1.178)
H (3.124, -2.678, 2.445)
C (-0.754, 3.877, 1.503)
C (-0.336, 4.615, 0.262)
O (1.056, 4.527, 0.027)
H (-1.682, 4.278, 1.905)
H (0.023, 3.853, 2.270)
H (-0.921, 2.814, 1.294)
H (-0.700, 5.655, 0.235)
H (-0.891, 4.201, -0.600)
H (1.179, 4.704, -0.909)
C (-2.350, 0.677, 3.739)
C (-2.997, -0.626, 3.326)
O (-2.136, -1.420, 2.519)
H (-2.025, 1.258, 2.875)
H (-1.453, 0.523, 4.348)
H (-3.025, 1.298, 4.333)
H (-3.909, -0.403, 2.767)
H (-3.308, -1.171, 4.223)
H (-1.647, -2.042, 3.082)

# 2
Entry from OMol25: a molecular structure, C2H8BrFeN4O2 (the ωB97M-V functional and the def2-TZVPD basis).

Computed properties:
- LUMO energy (spin up / spin down) (eV) = -10.470 / -12.223
- molecular weight (g mol⁻¹) = 255.86
- charge = +2
- ⟨S²⟩ = 8.77
- 2S+1 = 6

Positions of all 18 atoms, in Å:
Fe (-5.673, 15.108, -3.518)
Br (-4.800, 16.165, -1.442)
C (-4.020, 20.230, -2.369)
O (-3.758, 19.584, -3.338)
N (-4.788, 19.843, -1.405)
N (-3.532, 21.442, -2.126)
H (-4.999, 18.858, -1.345)
H (-4.966, 20.524, -0.681)
H (-3.092, 21.836, -2.946)
H (-4.038, 22.091, -1.540)
C (-7.577, 17.946, 1.033)
O (-8.027, 17.780, -0.050)
N (-6.301, 17.800, 1.179)
N (-8.188, 18.367, 2.083)
H (-5.904, 17.932, 2.099)
H (-5.765, 17.547, 0.361)
H (-7.615, 18.715, 2.839)
H (-9.159, 18.632, 1.998)

# 3
Entry from OMol25: a molecular structure, C19H25CrN6OS2 (the ωB97M-V functional and the def2-TZVPD basis).

Computed properties:
- LUMO energy (spin up / spin down) (eV) = -7.705 / -6.926
- molecular weight (g mol⁻¹) = 469.58
- charge = +2
- ⟨S²⟩ = 0.77
- 2S+1 = 2

Positions of all 54 atoms, in Å:
Cr (-0.638, -0.847, -0.368)
C (-4.880, 2.189, -1.423)
C (-4.717, 0.743, -1.211)
N (-5.651, -0.117, -0.996)
N (-5.066, -1.308, -0.790)
C (-3.728, -1.217, -0.851)
S (-2.554, -2.374, -0.557)
N (-3.481, 0.103, -1.141)
N (-2.191, 0.599, -1.386)
H (-5.943, 2.412, -1.473)
H (-4.410, 2.517, -2.349)
H (-4.454, 2.751, -0.589)
H (-5.629, -2.133, -0.630)
H (-1.996, 0.604, -2.395)
H (-2.135, 1.571, -1.067)
C (0.095, -2.099, 2.123)
N (0.317, -2.103, 0.702)
C (1.077, -2.963, 0.084)
C (1.097, -2.805, -1.306)
C (1.733, -3.440, -2.392)
C (1.322, -2.769, -3.533)
C (0.459, -1.749, -3.110)
N (0.313, -1.769, -1.785)
C (-0.071, -0.651, 2.524)
C (0.807, -0.022, 3.395)
C (0.671, 1.330, 3.677)
C (-0.319, 2.077, 3.060)
C (-1.202, 1.461, 2.187)
C (-1.086, 0.101, 1.922)
H (0.915, -2.580, 2.668)
H (-0.827, -2.667, 2.327)
H (1.642, -3.727, 0.607)
H (2.395, -4.281, -2.329)
H (1.597, -2.983, -4.547)
H (-0.040, -1.017, -3.720)
H (1.587, -0.595, 3.870)
H (1.327, 1.798, 4.394)
H (-0.425, 3.128, 3.278)
H (-2.011, 2.032, 1.752)
H (-1.891, -0.405, 1.373)
O (0.775, 0.670, -0.307)
S (2.084, 0.669, 0.484)
C (3.425, 0.374, -0.728)
C (4.607, 1.098, -0.106)
C (4.111, 2.450, 0.442)
C (2.585, 2.426, 0.538)
H (3.112, 0.805, -1.677)
H (3.591, -0.693, -0.846)
H (5.402, 1.237, -0.838)
H (5.015, 0.493, 0.705)
H (4.414, 3.267, -0.211)
H (4.550, 2.633, 1.421)
H (2.106, 2.893, -0.320)
H (2.212, 2.885, 1.450)

# 4
Entry from OMol25: 6 unconnected molecules or ions with the total composition C45H48ClFN3O21 (the ωB97M-V functional and the def2-TZVPD basis).

Computed properties:
- LUMO energy (eV) = -3.474
- molecular weight (g mol⁻¹) = 1021.33
- charge = +1

Positions of all 119 atoms, in Å:
C (4.016, 4.534, 0.660)
C (5.049, 3.367, 1.022)
C (4.346, 1.956, 0.844)
N (4.485, 1.393, -0.570)
C (3.129, 1.132, -1.005)
N (2.591, -0.120, -0.629)
C (1.292, -0.089, -1.134)
C (0.387, -1.328, -0.843)
C (0.759, -2.629, -1.654)
F (0.545, -1.642, 0.545)
N (1.013, 1.086, -1.791)
C (-0.279, 1.440, -2.427)
C (-1.267, 2.254, -1.483)
C (-2.659, 1.452, -1.430)
C (-3.624, 2.123, -0.367)
C (-3.977, 1.189, 0.861)
C (-2.847, 1.280, 1.997)
O (-2.164, 0.009, 1.964)
C (-1.102, 0.026, 2.932)
C (2.181, 1.929, -1.759)
Cl (2.513, 3.558, -2.390)
H (4.111, 5.407, 1.360)
H (4.257, 4.857, -0.396)
H (2.945, 4.198, 0.669)
H (5.348, 3.445, 2.105)
H (5.949, 3.376, 0.352)
H (4.692, 1.180, 1.583)
H (3.248, 2.120, 1.061)
H (4.918, 0.475, -0.408)
H (3.045, -0.863, -0.098)
H (-0.686, -1.001, -0.979)
H (-0.107, -2.844, -2.341)
H (0.851, -3.499, -0.909)
H (1.701, -2.561, -2.255)
H (-0.793, 0.466, -2.677)
H (-0.186, 2.004, -3.392)
H (-0.849, 2.443, -0.458)
H (-1.502, 3.221, -2.005)
H (-2.426, 0.366, -1.232)
H (-3.146, 1.484, -2.453)
H (-4.576, 2.450, -0.863)
H (-3.107, 3.039, 0.026)
H (-4.125, 0.125, 0.510)
H (-4.949, 1.539, 1.324)
H (-3.358, 1.484, 2.978)
H (-2.133, 2.090, 1.670)
H (-0.688, 1.057, 3.136)
H (-1.448, -0.493, 3.881)
H (-0.232, -0.593, 2.546)
C (-3.891, -3.381, 2.612)
C (-2.749, -3.187, 1.945)
C (-1.840, -4.325, 1.611)
O (-0.816, -4.110, 0.983)
C (-2.220, -5.663, 2.060)
C (-3.360, -5.856, 2.731)
C (-4.283, -4.724, 3.041)
O (-5.319, -4.943, 3.636)
O (-3.726, -7.078, 3.154)
O (-2.373, -1.948, 1.545)
H (-4.560, -2.567, 2.858)
H (-1.544, -6.475, 1.827)
H (-4.582, -6.952, 3.607)
H (-1.520, -2.073, 1.088)
C (5.504, 0.079, 4.508)
C (4.230, 0.466, 4.596)
C (3.494, 0.440, 5.895)
O (2.339, 0.819, 5.931)
C (4.202, -0.050, 7.076)
C (5.478, -0.441, 6.989)
C (6.222, -0.389, 5.696)
O (7.384, -0.735, 5.660)
O (6.146, -0.897, 8.063)
O (3.545, 0.900, 3.513)
H (6.048, 0.096, 3.573)
H (3.652, -0.080, 8.006)
H (7.042, -1.112, 7.743)
H (2.652, 1.119, 3.843)
C (-6.514, 4.847, 0.924)
C (-7.640, 5.375, 0.433)
C (-7.633, 6.668, -0.315)
O (-8.673, 7.105, -0.761)
C (-6.354, 7.362, -0.474)
C (-5.231, 6.835, 0.019)
C (-5.235, 5.529, 0.743)
O (-4.185, 5.073, 1.162)
O (-4.043, 7.458, -0.114)
O (-8.828, 4.765, 0.591)
H (-6.506, 3.911, 1.466)
H (-6.364, 8.305, -1.002)
H (-3.393, 6.878, 0.324)
H (-9.479, 5.343, 0.148)
C (0.455, 1.367, -8.857)
C (1.750, 1.421, -8.526)
C (2.186, 1.831, -7.157)
O (3.369, 1.849, -6.884)
C (1.149, 2.202, -6.193)
C (-0.135, 2.153, -6.524)
C (-0.577, 1.715, -7.881)
O (-1.764, 1.667, -8.134)
O (-1.096, 2.499, -5.638)
O (2.715, 1.107, -9.409)
H (0.125, 1.069, -9.843)
H (1.471, 2.513, -5.211)
H (-1.939, 2.369, -6.114)
H (3.557, 1.223, -8.929)
C (3.208, -6.832, -1.458)
C (3.510, -8.084, -1.099)
C (2.634, -8.863, -0.174)
O (2.934, -10.003, 0.112)
C (1.440, -8.205, 0.356)
C (1.139, -6.953, 0.000)
C (2.004, -6.183, -0.948)
O (1.693, -5.043, -1.272)
O (0.042, -6.336, 0.485)
O (4.615, -8.696, -1.556)
H (3.833, -6.259, -2.129)
H (0.823, -8.774, 1.038)
H (0.037, -5.446, 0.088)
H (4.605, -9.586, -1.154)

# 5
Entry from OMol25: a molecular structure, C19H22N8OOsSSe4 (the ωB97M-V functional and the def2-TZVPD basis).

Computed properties:
- LUMO energy (spin up / spin down) (eV) = -8.931 / -8.883
- molecular weight (g mol⁻¹) = 916.58
- charge = +2

Positions of all 56 atoms, in Å:
Os (-0.097, 0.452, 0.176)
N (2.534, -1.967, -0.141)
C (2.940, -0.700, -0.080)
N (4.245, -0.514, -0.067)
C (4.720, 0.728, -0.047)
N (6.023, 0.917, -0.022)
N (3.896, 1.807, -0.039)
C (2.617, 1.570, -0.052)
N (2.035, 0.339, -0.076)
C (1.713, 2.731, -0.036)
C (2.219, 4.027, -0.049)
C (1.340, 5.097, -0.046)
C (-0.021, 4.829, -0.016)
C (-0.448, 3.514, 0.008)
N (0.391, 2.474, -0.005)
H (3.264, -2.656, -0.057)
H (1.580, -2.235, 0.059)
H (6.631, 0.114, -0.079)
H (6.408, 1.845, 0.010)
H (3.288, 4.163, -0.059)
H (1.698, 6.112, -0.065)
H (-0.749, 5.623, -0.006)
H (-1.511, 3.300, 0.038)
Se (-2.518, 0.862, 0.209)
Se (-3.312, 0.449, 2.316)
Se (-1.495, -0.134, 3.837)
Se (0.442, 0.526, 2.938)
C (-5.755, -2.451, -1.587)
C (-4.876, -1.911, -0.468)
C (-3.616, -2.741, -0.214)
N (-2.671, -2.594, -1.298)
C (-1.417, -2.216, -1.237)
S (-0.651, -1.918, 0.293)
N (-0.677, -2.091, -2.349)
C (-1.142, -2.146, -3.728)
O (-0.509, -2.799, -4.499)
C (-2.300, -1.292, -4.015)
C (-2.514, -0.105, -3.306)
C (-3.552, 0.734, -3.658)
C (-4.385, 0.404, -4.719)
C (-4.170, -0.763, -5.436)
C (-3.124, -1.603, -5.101)
H (-6.684, -1.889, -1.611)
H (-6.009, -3.494, -1.418)
H (-5.284, -2.358, -2.562)
H (-5.454, -1.903, 0.455)
H (-4.589, -0.877, -0.684)
H (-3.872, -3.802, -0.129)
H (-3.135, -2.435, 0.717)
H (-3.061, -2.786, -2.216)
H (0.334, -2.170, -2.263)
H (-1.834, 0.196, -2.510)
H (-3.704, 1.649, -3.109)
H (-5.188, 1.068, -4.997)
H (-4.816, -1.018, -6.260)
H (-2.939, -2.501, -5.669)